Entry 1:
{"formula": "C4H9N2O2", "method": "ωB97M-V/def2-TZVPD", "relative_energy_kcal_mol": 0.00, "orbital_gap_ev": [11.9, 6.2], "s_squared": 0.761, "mol_weight_g_mol": 117.128, "multiplicity": 2, "e_tot_ev": -11348.72243, "charge": 2, "symbols": ["O", "C", "C", "C", "C", "N", "O", "N", "H", "H", "H", "H", "H", "H", "H", "H", "H"], "coordinates": [[2.51, 0.97, -0.47], [1.34, 1.09, -0.48], [0.38, -0.03, -0.91], [-0.59, -0.43, 0.18], [-0.98, 0.67, 1.24], [-2.15, 0.53, 1.81], [-0.20, 1.61, 1.43], [1.34, -1.19, -1.25], [0.83, 2.06, -0.32], [-0.13, 0.25, -1.83], [-1.56, -0.71, -0.26], [-0.22, -1.26, 0.79], [-2.54, 1.26, 2.40], [-2.80, -0.23, 1.67], [1.17, -1.72, -2.11], [1.28, -1.98, -0.59], [2.33, -0.90, -1.28]], "nbo_charge": [-0.35, 0.42, -0.15, -0.47, 0.66, -0.69, -0.17, -0.69, 0.24, 0.29, 0.29, 0.28, 0.47, 0.46, 0.47, 0.45, 0.48]}

=====

Entry 2:
{"formula": "C38H46BrF13NO13PS", "method": "ωB97M-V/def2-TZVPD", "smiles": "CCCCOc1ccc2c(c1)C(=O)c1c(CC(=O)Br)cc([PH2]=N)c(CCC(F)(F)C(F)(F)C(F)(F)C(F)(F)S(F)(F)(F)(F)F)c1C2=O.CCOC(=O)OC.CCOC(=O)OC.CCOC(=O)OC", "orbital_gap_ev": 7.5, "mol_weight_g_mol": 1114.699, "multiplicity": 1, "e_tot_ev": -193750.92264, "charge": 0, "symbols": ["C", "C", "C", "C", "O", "C", "C", "C", "C", "C", "C", "C", "O", "C", "C", "C", "C", "O", "Br", "C", "C", "P", "N", "C", "C", "C", "C", "F", "F", "C", "F", "F", "C", "F", "F", "C", "F", "F", "S", "F", "F", "F", "F", "F", "C", "C", "O", "H", "H", "H", "H", "H", "H", "H", "H", "H", "H", "H", "H", "H", "H", "H", "H", "H", "H", "H", "H", "H", "H", "C", "C", "O", "C", "O", "O", "C", "H", "H", "H", "H", "H", "H", "H", "H", "C", "C", "O", "C", "O", "O", "C", "H", "H", "H", "H", "H", "H", "H", "H", "C", "C", "O", "C", "O", "O", "C", "H", "H", "H", "H", "H", "H", "H", "H"], "coordinates": [[7.71, -0.18, 0.91], [6.42, -0.82, 0.33], [6.70, -1.90, -0.76], [5.35, -2.17, -1.48], [4.65, -3.15, -0.68], [3.30, -3.02, -0.72], [2.59, -3.53, 0.36], [1.22, -3.43, 0.43], [0.53, -2.80, -0.58], [1.20, -2.31, -1.69], [2.57, -2.43, -1.74], [0.39, -1.64, -2.77], [0.62, -1.78, -3.95], [-0.72, -0.75, -2.23], [-1.03, 0.47, -2.81], [-0.26, 0.99, -4.01], [-1.02, 2.10, -4.76], [-0.56, 3.20, -4.88], [-2.79, 1.62, -5.47], [-2.04, 1.20, -2.21], [-2.71, 0.74, -1.10], [-3.97, 1.85, -0.37], [-3.22, 2.81, 0.66], [-2.40, -0.49, -0.52], [-3.10, -1.01, 0.73], [-4.52, -1.53, 0.48], [-5.23, -1.78, 1.84], [-4.30, -2.22, 2.72], [-5.71, -0.58, 2.23], [-6.44, -2.75, 1.66], [-7.52, -2.17, 2.25], [-6.79, -2.93, 0.37], [-6.32, -4.15, 2.36], [-6.17, -3.94, 3.67], [-7.53, -4.72, 2.20], [-5.29, -5.12, 1.70], [-4.22, -4.49, 1.21], [-5.90, -5.62, 0.62], [-4.69, -6.58, 2.76], [-3.32, -6.61, 1.94], [-5.25, -7.63, 1.69], [-6.06, -6.66, 3.54], [-4.02, -5.61, 3.81], [-4.18, -7.81, 3.62], [-1.39, -1.24, -1.12], [-0.96, -2.59, -0.57], [-1.74, -3.43, -0.18], [7.72, -0.36, 1.99], [7.64, 0.91, 0.81], [8.63, -0.51, 0.42], [5.81, -0.02, -0.09], [5.79, -1.31, 1.09], [7.13, -2.81, -0.34], [7.33, -1.40, -1.50], [4.84, -1.21, -1.55], [5.57, -2.64, -2.45], [3.09, -4.04, 1.19], [0.66, -3.83, 1.27], [3.10, -2.04, -2.61], [0.74, 1.33, -3.72], [-0.15, 0.17, -4.73], [-2.28, 2.17, -2.63], [-4.94, 1.14, 0.37], [-4.56, 2.68, -1.36], [-2.24, 2.57, 0.68], [-3.16, -0.18, 1.46], [-2.45, -1.76, 1.18], [-5.15, -0.83, -0.06], [-4.47, -2.44, -0.12], [11.00, -7.24, -2.32], [10.10, -7.07, -3.53], [8.77, -7.50, -3.24], [8.01, -6.63, -2.59], [8.34, -5.52, -2.23], [6.82, -7.18, -2.38], [5.92, -6.36, -1.63], [10.96, -8.26, -1.94], [12.04, -7.00, -2.57], [10.69, -6.58, -1.51], [10.46, -7.70, -4.34], [10.11, -6.04, -3.89], [5.82, -5.37, -2.07], [6.26, -6.28, -0.60], [4.94, -6.85, -1.64], [-4.99, 6.36, 3.21], [-5.67, 5.62, 2.07], [-6.44, 6.53, 1.26], [-5.75, 7.22, 0.36], [-4.56, 7.15, 0.16], [-6.60, 8.03, -0.29], [-5.97, 8.88, -1.25], [-5.72, 6.94, 3.78], [-4.49, 5.66, 3.87], [-4.25, 7.06, 2.83], [-6.38, 4.90, 2.48], [-4.96, 5.07, 1.47], [-5.36, 8.30, -1.94], [-5.37, 9.63, -0.75], [-6.77, 9.37, -1.80], [-1.93, 8.29, 1.19], [-0.67, 7.81, 0.53], [0.50, 8.24, 1.25], [0.82, 7.52, 2.32], [0.23, 6.55, 2.72], [1.90, 8.06, 2.88], [2.32, 7.42, 4.08], [-1.90, 9.38, 1.34], [-2.81, 8.04, 0.58], [-2.06, 7.84, 2.18], [-0.58, 8.24, -0.47], [-0.67, 6.72, 0.41], [2.45, 6.35, 3.93], [1.60, 7.60, 4.88], [3.28, 7.85, 4.36]], "mulliken_charge": [-1.18, -0.31, -0.65, -0.74, -0.30, 0.40, -0.66, -0.72, 0.21, -0.04, 0.07, -0.43, -0.57, 0.19, 0.44, -0.39, 0.17, -0.48, -0.12, -0.54, -0.18, 0.73, -0.67, 0.59, -2.02, -0.75, 1.00, -0.31, -0.36, 0.41, -0.34, -0.29, 0.68, -0.27, -0.31, 0.42, -0.12, -0.29, 1.42, -0.31, -0.31, -0.30, -0.28, -0.29, 0.19, -0.20, -0.58, 0.31, 0.29, 0.35, 0.25, 0.24, 0.27, 0.38, 0.51, 0.32, 0.47, 0.53, 0.59, 0.40, 0.43, 0.60, -0.06, 0.08, 0.21, 0.71, 0.72, 0.48, 0.35, -1.09, -0.17, -0.39, 0.76, -0.56, -0.36, -0.50, 0.30, 0.35, 0.30, 0.30, 0.30, 0.15, 0.30, 0.29, -0.87, -0.10, -0.38, 0.81, -0.62, -0.36, -0.61, 0.30, 0.39, -0.01, 0.33, 0.26, 0.28, 0.28, 0.23, -0.62, -0.36, -0.36, 0.77, -0.57, -0.34, -0.63, 0.32, 0.15, 0.19, 0.33, 0.34, 0.29, 0.29, 0.22]}